Entry A
ORCA calculation (ωB97M-V with the def2-TZVPD basis set) on 11 unconnected molecules or ions with the total composition H22O11.

```
33
Properties=species:S:1:pos:R:3:nbo_charge:R:1
O 0.15 -2.60 -0.31 -0.975
H -0.70 -2.34 0.06 0.476
H 0.54 -3.29 0.19 0.475
O 2.26 -1.07 -2.50 -0.959
H 1.96 -0.18 -2.29 0.489
H 2.51 -0.92 -3.41 0.454
O 0.75 0.22 0.29 -0.952
H 0.68 0.96 0.88 0.487
H 0.13 -0.43 0.53 0.485
O -2.28 -1.68 0.60 -0.947
H -2.58 -1.97 1.46 0.501
H -2.55 -2.39 0.00 0.475
O -1.02 2.18 -0.89 -1.017
H -1.05 1.24 -1.14 0.510
H -1.91 2.54 -1.09 0.477
O 2.21 -1.08 2.32 -0.975
H 2.83 -1.75 2.08 0.480
H 1.87 -0.56 1.58 0.501
O -1.94 1.67 1.91 -0.948
H -2.11 2.62 2.07 0.469
H -2.04 1.64 0.96 0.473
O 0.25 -2.88 2.79 -0.956
H 0.86 -2.25 2.42 0.483
H 0.49 -3.69 2.34 0.444
O 1.26 1.48 -2.68 -0.959
H 1.58 2.26 -3.11 0.478
H 0.94 1.75 -1.81 0.494
O -1.11 -0.20 -1.96 -0.919
H -0.63 -0.80 -1.37 0.494
H -1.91 -0.64 -2.05 0.469
O 0.14 4.38 0.53 -0.963
H 0.69 4.24 1.32 0.465
H -0.24 3.53 0.30 0.488
```

Computed properties:
- SMILES string = O.O.O.O.O.O.O.O.O.O.O
- gap between HOMO and LUMO (eV) = 10.241
- highest occupied orbital energy (eV) = -10.32
- lowest unoccupied orbital energy (Eh) = -0.0028
- charge = 0

***

Entry B
ORCA calculation (ωB97M-V with the def2-TZVPD basis set) on 11 unconnected molecules or ions with the total composition H22O11.

```
33
Properties=species:S:1:pos:R:3:nbo_charge:R:1
H 0.72 -0.84 0.56 0.472
H -0.02 0.26 -0.18 0.509
H -2.82 -2.21 1.05 0.477
H -2.78 -1.69 -0.37 0.480
H -2.79 0.49 1.12 0.480
H -1.66 1.33 1.70 0.470
H -1.00 0.69 -3.96 0.469
H -0.80 -0.74 -3.47 0.463
H -0.41 0.24 1.88 0.461
H 0.50 0.09 3.09 0.490
H 1.39 -3.96 3.25 0.470
H 1.14 -4.60 1.90 0.468
H 1.50 -2.11 -2.96 0.460
H 1.64 -2.04 -1.45 0.460
H -3.48 0.86 -2.13 0.466
H -2.58 1.89 -2.78 0.461
H 1.05 4.54 1.76 0.476
H -0.07 3.65 2.27 0.471
H 2.20 0.55 -2.18 0.459
H 2.19 -0.37 -0.97 0.473
H 2.70 1.03 0.54 0.479
H 1.72 1.93 1.26 0.476
O 0.85 -0.15 -0.10 -0.959
O -2.42 -1.53 0.51 -0.953
O -2.27 1.28 0.96 -0.953
O -1.42 -0.18 -3.96 -0.931
O -0.31 0.52 2.79 -0.954
O 1.69 -3.95 2.34 -0.937
O 2.15 -2.19 -2.25 -0.918
O -2.70 1.39 -1.96 -0.926
O 0.82 3.61 1.91 -0.942
O 2.61 0.42 -1.32 -0.948
O 2.66 1.78 1.14 -0.967
```

Computed properties:
- SMILES string = O.O.O.O.O.O.O.O.O.O.O
- gap between HOMO and LUMO (eV) = 9.240
- highest occupied orbital energy (eV) = -9.60
- lowest unoccupied orbital energy (Eh) = -0.0132
- charge = 0

***

Stability check: which of them is most stable? entry A.

***

Entry A
ORCA calculation (ωB97M-V with the def2-TZVPD basis set) on HNO2 in the gas phase.

```
4
Properties=species:S:1:pos:R:3:nbo_charge:R:1
H -0.66 -0.43 1.44 0.459
N 0.10 -0.53 -0.14 0.367
O -0.55 0.37 0.96 -0.612
O 0.54 0.14 -1.01 -0.214
```

Computed properties:
- SMILES string = O=NO
- gap between HOMO and LUMO (eV) = 10.494
- highest occupied orbital energy (eV) = -11.03
- lowest unoccupied orbital energy (Eh) = -0.0196
- charge = 0

***

Entry B
ORCA calculation (ωB97M-V with the def2-TZVPD basis set) on HNO2 in the gas phase.

```
4
Properties=species:S:1:pos:R:3:nbo_charge:R:1
H -0.93 -0.90 -0.45 0.488
N 0.55 0.04 -0.20 0.311
O -0.75 0.02 0.07 -0.471
O 1.13 0.84 0.59 -0.327
```

Computed properties:
- SMILES string = O=NO
- gap between HOMO and LUMO (eV) = 10.645
- highest occupied orbital energy (eV) = -10.83
- lowest unoccupied orbital energy (Eh) = -0.0068
- charge = 0

***

Stability check: which of them is most stable? entry A.

***

Entry A
ORCA calculation (ωB97M-V with the def2-TZVPD basis set) on C4H5NO2 in the gas phase.

```
12
Properties=species:S:1:pos:R:3:nbo_charge:R:1
C -0.17 -0.59 0.83 -0.120
C 0.27 0.37 -0.28 0.045
C 0.89 -0.25 -1.44 -0.051
C 1.42 -0.89 -2.32 -0.191
H -2.10 -0.28 0.88 0.486
H -0.22 -1.61 0.46 0.199
H 0.62 -0.61 1.59 0.204
H -0.81 1.56 1.44 0.476
H 1.83 -1.42 -3.14 0.237
N 0.09 1.63 -0.28 -0.037
O -1.34 -0.16 1.48 -0.717
O -0.48 2.23 0.79 -0.532
```

Computed properties:
- SMILES string = C#C/C(CO)=N/O
- gap between HOMO and LUMO (eV) = 9.885
- highest occupied orbital energy (eV) = -9.42
- lowest unoccupied orbital energy (Eh) = 0.0172
- charge = 0

***

Entry B
ORCA calculation (ωB97M-V with the def2-TZVPD basis set) on C4H5NO2 in the gas phase.

```
12
Properties=species:S:1:pos:R:3:nbo_charge:R:1
O -2.31 0.12 -0.23 -0.528
C -1.61 0.38 -1.17 0.635
C 0.20 -1.24 0.22 -0.366
C 1.43 -0.83 1.01 -0.240
N 0.53 0.11 0.36 -0.303
C 0.34 1.24 -0.17 0.383
O -0.62 1.35 -1.13 -0.508
H -1.68 -0.05 -2.17 0.146
H -0.69 -1.52 0.80 0.199
H 2.40 -0.92 0.52 0.190
H 1.46 -0.79 2.10 0.193
H 0.98 2.10 -0.06 0.198
```

Computed properties:
- gap between HOMO and LUMO (alpha / beta) (eV) = 8.330 / 8.331
- highest occupied orbital energy (alpha / beta) (eV) = -7.51 / -7.51
- lowest unoccupied orbital energy (alpha / beta) (Eh) = 0.0302 / 0.0302
- charge = 0

***

Entry C
ORCA calculation (ωB97M-V with the def2-TZVPD basis set) on C4H5NO2 in the gas phase.

```
12
Properties=species:S:1:pos:R:3:nbo_charge:R:1
O -0.99 2.32 -0.40 -0.519
C -0.45 1.33 0.00 0.799
C -1.06 -0.02 0.26 -0.557
C -0.19 -1.12 -0.42 -0.257
N 1.23 -0.80 -0.50 -0.458
C 1.62 0.23 0.09 0.377
O 0.89 1.37 0.32 -0.513
H -1.04 -0.15 1.35 0.240
H -2.10 0.00 -0.05 0.248
H -0.63 -1.49 -1.35 0.215
H 0.09 -1.98 0.19 0.242
H 2.63 0.31 0.50 0.182
```

Computed properties:
- SMILES string = O=C1CCN=CO1
- gap between HOMO and LUMO (eV) = 10.614
- highest occupied orbital energy (eV) = -10.01
- lowest unoccupied orbital energy (Eh) = 0.0221
- charge = 0

***

Stability check: which of them is most stable? entry C.

***

Entry A
ORCA calculation (ωB97M-V with the def2-TZVPD basis set) on C4H9ClN2S in the gas phase.

```
17
Properties=species:S:1:pos:R:3:nbo_charge:R:1
C -0.12 -0.52 1.48 -0.643
C -0.23 0.59 0.33 -0.181
C -1.28 0.16 -0.65 -0.443
C 1.26 0.72 -0.25 0.031
H 0.74 -0.27 2.12 0.238
H -1.18 -0.69 1.99 0.215
H 0.10 -1.63 1.20 0.218
H -1.46 1.77 2.19 0.148
H -1.10 -0.77 -1.30 0.248
H -2.27 0.11 -0.18 0.226
H 1.68 1.65 -0.08 0.195
H 2.10 -1.66 -2.19 0.379
H 0.58 -1.92 -1.20 0.352
N 1.92 -0.08 -1.04 -0.220
N 1.27 -1.14 -1.71 -0.682
S -0.56 2.29 1.16 -0.046
Cl -1.43 1.39 -1.85 -0.034
```

Computed properties:
- SMILES string = C[C@@](S)(/C=N\N)CCl
- gap between HOMO and LUMO (eV) = 9.859
- highest occupied orbital energy (eV) = -9.28
- lowest unoccupied orbital energy (Eh) = 0.0214
- charge = 0

***

Entry B
ORCA calculation (ωB97M-V with the def2-TZVPD basis set) on a molecular structure, C4H9ClN2S.

```
17
Properties=species:S:1:pos:R:3:nbo_charge:R:1
C 0.50 -0.49 -0.93 -0.084
C 0.72 -1.12 0.47 -0.086
C 0.21 0.33 0.39 -0.032
C -1.10 1.00 0.75 -0.590
H -0.86 -1.74 -1.78 0.365
H -1.24 -0.15 -2.17 0.387
H 1.32 -0.28 -1.70 0.210
H -0.09 -1.77 0.65 0.206
H 2.18 -0.23 2.08 0.382
H 2.70 -1.13 0.38 0.367
H -1.00 1.19 1.90 0.232
H -1.97 0.32 0.46 0.272
H -2.75 2.11 -0.72 0.139
N -0.81 -0.80 -1.47 -0.871
N 1.96 -1.24 1.20 -0.827
S -1.33 2.55 -0.12 -0.019
Cl 1.57 1.46 0.61 -0.052
```

Computed properties:
- gap between HOMO and LUMO (eV) = 9.307
- highest occupied orbital energy (eV) = -8.86
- lowest unoccupied orbital energy (Eh) = 0.0163
- charge = 0

***

Stability check: which of them is most stable? entry A.

***

Entry A
ORCA calculation (ωB97M-V with the def2-TZVPD basis set) on 2 unconnected molecules or ions with the total composition C9H11O3.

```
23
Properties=species:S:1:pos:R:3:nbo_charge:R:1
C -0.90 0.18 -3.84 -0.758
C -1.92 1.00 -3.01 0.778
O -2.12 0.72 -1.85 -0.788
O -2.23 1.97 -3.68 -0.794
H -0.35 0.78 -4.48 0.202
H -1.61 -0.33 -4.43 0.198
H -0.37 -0.59 -3.24 0.174
C -1.58 0.01 2.61 -0.617
C 1.08 0.19 -0.11 -0.252
C 2.23 -0.25 0.68 0.310
C -0.17 0.09 0.60 -0.170
C -0.27 -0.27 1.98 -0.071
C 2.09 -0.66 2.03 -0.335
C 0.86 -0.64 2.67 -0.200
O 3.35 -0.38 -0.08 -0.677
H 1.13 0.46 -1.13 0.239
H -1.11 0.28 0.04 0.280
H 2.93 -0.84 2.60 0.192
H 4.14 -0.70 0.43 0.471
H -1.72 -0.70 3.53 0.177
H -2.37 -0.31 1.97 0.228
H 0.72 -0.99 3.64 0.196
H -1.79 0.97 3.09 0.216
```

Computed properties:
- gap between HOMO and LUMO (eV) = 6.504
- highest occupied orbital energy (eV) = -3.72
- lowest unoccupied orbital energy (Eh) = 0.1023
- charge = -1

***

Entry B
ORCA calculation (ωB97M-V with the def2-TZVPD basis set) on 2 unconnected molecules or ions with the total composition C9H11O3.

```
23
Properties=species:S:1:pos:R:3:nbo_charge:R:1
C 1.81 2.22 -1.74 -0.761
C 0.50 2.51 -2.44 0.797
O -0.57 2.53 -1.69 -0.714
O 0.43 2.60 -3.65 -0.647
H 1.63 1.59 -0.89 0.258
H 2.51 3.04 -1.57 0.220
H 2.33 1.47 -2.32 0.218
C -0.55 -4.05 2.18 -0.615
C -0.21 0.12 0.83 0.374
C -1.18 -0.81 0.33 -0.312
C 0.75 -0.52 1.65 -0.318
C -1.38 -2.09 0.84 -0.223
C 0.68 -1.85 2.03 -0.214
C -0.49 -2.58 1.80 -0.131
O -0.16 1.36 0.51 -0.821
H -0.45 2.19 -0.73 0.531
H -1.77 -0.53 -0.53 0.193
H 1.65 0.06 1.83 0.192
H -2.30 -2.52 0.45 0.197
H 1.46 -2.38 2.56 0.187
H 0.22 -4.45 2.85 0.196
H -0.43 -4.68 1.30 0.194
H -1.51 -4.25 2.67 0.197
```

Computed properties:
- gap between HOMO and LUMO (eV) = 7.117
- highest occupied orbital energy (eV) = -3.56
- lowest unoccupied orbital energy (Eh) = 0.1306
- charge = -1

***

Stability check: which of them is most stable? entry B.